ORCA calculation (the ωB97M-V functional and the def2-TZVPD basis) on one molecule with the formula C4H12N2O in a non-equilibrium geometry.

CARTESIAN COORDINATES (ANGSTROEM)
N1 -0.7742 1.4083 -0.1407
C1 -0.2951 0.0704 0.1433
C2 0.8787 -0.2991 -0.6880
C3 2.0773 -0.4005 0.2091
O1 2.3181 0.9792 0.6756
C4 -1.3617 -0.9581 -0.2506
N2 -2.7762 -0.7320 0.0738
H1 -1.6363 1.4790 0.2909
H2 -0.1314 1.9811 0.3099
H3 2.5269 1.5029 -0.1318
H4 -0.2125 0.0506 1.2109
H5 0.7004 0.3155 -1.5849
H6 0.9532 -1.3214 -1.0954
H7 1.7549 -1.0941 1.1401
H8 3.0158 -0.8070 -0.2829
H9 -0.8898 -2.0323 0.0823
H10 -1.2269 -0.6362 -1.2437
H11 -3.2589 -0.9736 -0.8356
H12 -3.0831 -1.5089 0.7206

Cartesian forces (eV/Å) of the 3 atoms listed first:
0.859 -1.228 -2.360
-2.415 -0.772 1.482
0.802 -1.721 -0.185

SMILES   NC[C@H](N)CCO
LUMO   0.035 Eh
Molar mass   104.2 u
HOMO-LUMO gap   10.0927 eV
Energy   -9367.957 eV